Record 1
Density functional theory data (ωB97M-V/def2-TZVPD) for a structure of composition C2H5NO2 in a non-equilibrium geometry.

**Max |F|**: 5.20 eV/Å
**E_tot**: -284.245557 a.u.
**Energy above the lowest of the compared OMol25 structures with the same formula, charge and spin**: 139.2 kcal per mole
**E_LUMO**: 0.199 eV
**M**: 75.07 g mol⁻¹
**Gap between HOMO and LUMO**: 10.03 eV
**Multiplicity**: 1

Cartesian coordinates (Å):
1 H -0.32937 -0.35480 -1.96844
2 H 0.38245 1.77836 -1.25650
3 N 0.55148 0.16616 -0.12038
4 C -0.37871 -0.58388 -0.87432
5 H -0.87888 2.26293 0.33277
6 C 0.38630 1.79842 -0.09795
7 O -0.87541 -1.60537 -0.34890
8 H 0.01862 -1.07123 1.35946
9 O 0.31959 -0.11934 1.31780
10 H 1.34790 2.73208 0.45784

Forces on atoms 1 to 2 (eV/Å):
-0.53 -0.05 0.71
0.11 1.55 1.78

Listed below, in e, are the Löwdin charges computed for each atom: 0.14 0.04 -0.15 -0.28 0.17 -0.09 0.00 0.10 -0.11 0.19

***

Record 2
Density functional theory data (ωB97M-V/def2-TZVPD) for a structure of composition CHClF2O3S in a non-equilibrium geometry.

**Max |F|**: 2.63 eV/Å
**E_tot**: -1322.421991 a.u.
**Energy above the lowest of the compared OMol25 structures with the same formula, charge and spin**: 0.0 kcal per mole
**E_LUMO**: -0.418 eV
**M**: 166.53 g mol⁻¹
**Gap between HOMO and LUMO**: 10.87 eV
**Multiplicity**: 1

Cartesian coordinates (Å):
1 O 0.37198 -0.31709 1.82795
2 Cl 2.63036 1.11996 -0.75691
3 F -1.80142 -1.32476 0.04859
4 S 0.59672 -0.26583 0.43937
5 H -1.78881 0.68229 0.47229
6 F -1.28738 0.16911 -1.52034
7 O 1.37786 -1.22059 -0.27847
8 C -1.25469 -0.11245 -0.19047
9 O 1.15540 1.26937 -0.04202

Forces on atoms 1 to 2 (eV/Å):
0.45 0.27 1.16
1.13 0.59 -0.61

Listed below, in e, are the Löwdin charges computed for each atom: -0.25 0.72 0.06 0.65 0.18 0.06 -0.31 -0.35 -0.75